Formula: C7H14
Source: the Open Molecules 2025 dataset
Level of theory: ωB97M-V with the def2-TZVPD basis set

```
21
C7H14 | the Open Molecules 2025 dataset | ωB97M-V with the def2-TZVPD basis set
C -1.685 1.431 -0.093
C -1.861 -0.051 -0.131
C -2.576 -0.693 -1.047
C 0.756 -0.895 1.483
C 1.618 -0.081 0.934
C 2.350 -0.514 -0.289
C 1.668 0.352 -1.332
H -2.000 1.898 -1.030
H -2.322 1.775 0.723
H -0.651 1.759 0.087
H -1.542 -0.582 0.760
H -3.229 -0.097 -1.682
H 0.006 -0.286 -1.617
H -2.658 -1.779 -1.047
H 0.439 -0.737 2.495
H 0.603 -1.877 1.048
H 1.773 0.929 1.343
H 3.441 -0.403 -0.094
H 2.218 -1.588 -0.520
H 1.983 0.117 -2.320
H 1.934 1.428 -1.107
```

Summary:
Relative energy (zero: lowest compared OMol25 entry of this formula, charge and spin) (kJ/mol): 525.4
Lowest unoccupied orbital energy (eV): 0.833
Orbital gap (eV): 9.8
Energy (Ha): -274.916123
E_HOMO (eV): -8.92

Atom charges from the Löwdin analysis, given in e for atoms 1 to 8:
1. C -0.121
2. C -0.308
3. C -0.030
4. C -0.050
5. C -0.256
6. C -0.314
7. C -0.099
8. H 0.075